# 1
3 unconnected molecules or ions with the total composition C18H28NO8. Source: the OMol25 dataset; level of theory: wB97M-V/def2-TZVPD.

Each line ends with the Löwdin charge.
Element x y z (Å)
O  1.5390  4.1657  0.9249  0.197
C  1.3162  2.9886  0.8028  -0.360
O  0.1815  2.4390  1.4502  0.013
C  -0.6108  1.6642  0.5937  -0.308
C  -1.2308  2.4019  -0.5841  -0.083
C  -1.9688  1.4013  -1.5209  -0.129
C  -2.2120  -0.0336  -0.9510  -0.128
C  -2.0999  -0.2015  0.5933  -0.097
N  -1.7560  1.0563  1.3299  0.135
C  2.2240  2.1259  -0.0628  -0.163
C  2.1051  2.2564  -1.4330  -0.027
C  2.9038  1.4539  -2.2154  -0.058
C  3.7650  0.5583  -1.6313  -0.073
C  3.8900  0.4467  -0.2724  -0.048
C  3.0967  1.2440  0.5274  -0.017
H  0.0038  0.8066  0.2781  0.174
H  -0.5388  3.0624  -1.1002  0.111
H  -2.0073  3.0619  -0.1603  0.136
H  -2.9003  1.8145  -1.9124  0.116
H  -1.3307  1.2791  -2.4046  0.114
H  -1.5539  -0.7657  -1.4207  0.112
H  -3.2293  -0.3275  -1.2214  0.116
H  -1.3099  -0.9288  0.7987  0.137
H  -3.0199  -0.6334  0.9948  0.137
H  -2.5471  1.7014  1.3848  0.195
H  -1.4616  0.7981  2.2774  0.194
H  1.4032  2.9748  -1.8383  0.118
H  2.8083  1.5305  -3.2937  0.118
H  4.3815  -0.0745  -2.2634  0.119
H  4.5640  -0.2668  0.1878  0.121
H  3.1160  1.2028  1.6103  0.102
C  -1.7831  -5.0327  -4.0578  -0.034
O  -2.1822  -4.1858  -5.1380  0.018
C  -2.4310  -2.9288  -4.7930  -0.622
O  -2.3477  -2.4690  -3.6794  0.096
O  -2.7890  -2.2625  -5.8876  0.016
C  -3.0917  -0.8852  -5.6737  -0.040
H  -1.6129  -6.0213  -4.4740  0.098
H  -0.8572  -4.6743  -3.6104  0.096
H  -2.5704  -5.0963  -3.3084  0.098
H  -2.2195  -0.3543  -5.2931  0.091
H  -3.9334  -0.7779  -4.9905  0.096
H  -3.3657  -0.4650  -6.6371  0.098
C  1.7601  -1.4643  7.7021  -0.027
O  1.0743  -0.6561  6.7382  0.009
C  1.8023  -0.3379  5.6751  -0.620
O  2.9390  -0.6607  5.4655  0.138
O  1.0441  0.4145  4.8616  0.000
C  1.7099  0.8285  3.6724  -0.062
H  1.0631  -1.6525  8.5136  0.096
H  2.0573  -2.4152  7.2637  0.100
H  2.6272  -0.9380  8.0961  0.102
H  2.0069  -0.0373  3.0778  0.098
H  2.5791  1.4435  3.9081  0.112
H  0.9993  1.4262  3.1009  0.067

**HOMO-LUMO gap**: 9.72 eV
**E**: -36983.347 eV
**Net charge**: +1
**HOMO level**: -12.7 eV

# 2
A molecular structure, C29H49BrN2OP2Pt. Source: the OMol25 dataset; level of theory: wB97M-V/def2-TZVPD.

Each line ends with the Mulliken spin population.
Element x y z (Å)
N  3.2969  1.3522  -5.2761  0.868
C  3.7530  1.6479  -4.0648  -0.001
C  3.4527  0.8518  -2.9377  0.163
C  2.7474  -0.3559  -3.1239  0.108
C  2.4084  -0.7230  -4.4395  0.188
C  2.6765  0.1912  -5.4859  -0.007
C  2.2924  -1.1033  -1.9525  0.134
Pt  -0.6092  -1.1860  -0.1593  0.228
P  -1.3454  -0.6993  1.8949  0.145
C  1.3759  -2.1037  -2.0337  0.099
C  1.0647  -2.9919  -0.9086  0.178
C  0.1511  -4.0952  -1.0386  0.096
C  -0.3329  -4.6693  0.1201  0.000
C  0.2666  -4.2139  1.2848  0.236
C  1.5014  -3.5867  1.3934  0.044
C  1.9575  -3.0234  0.2108  0.132
Br  -0.7114  -4.6443  2.9713  0.074
H  2.6375  -0.7532  -0.9804  0.125
H  0.7070  -2.1502  -2.8837  0.009
H  3.6353  1.2274  -1.9315  0.027
H  1.8666  -1.6345  -4.6474  0.014
H  4.3160  2.5884  -3.9295  0.028
H  2.3333  -0.0008  -6.4902  0.026
H  -0.1680  -4.4057  -2.0254  -0.003
H  2.9159  -2.5199  0.1320  -0.007
H  -1.1540  -5.3827  0.1565  0.004
H  2.0220  -3.5164  2.3493  0.005
P  -1.5343  0.5283  -1.4724  0.017
C  0.1653  -0.7480  2.9373  0.017
C  0.0348  -1.5949  4.1813  0.016
H  0.4429  0.2785  3.2025  0.003
H  0.9947  -1.1117  2.3141  0.005
H  0.9779  -1.6008  4.7369  0.000
H  -0.7570  -1.2893  4.8751  -0.002
H  -0.1497  -2.6385  3.8792  0.000
C  -2.4069  -2.1668  1.9205  -0.016
C  -3.3489  -2.3853  3.0881  0.011
H  -1.6538  -2.9791  1.9622  0.026
H  -2.8962  -2.3416  0.9542  0.001
H  -3.7551  -3.3977  2.9921  0.000
H  -2.8709  -2.3413  4.0763  0.001
H  -4.1935  -1.6929  3.0517  0.000
C  -2.3063  0.7415  2.4144  -0.003
C  -2.5403  0.7857  3.9168  0.011
H  -3.2568  0.7303  1.8738  0.000
H  -1.7736  1.6393  2.0896  -0.002
H  -3.2043  1.6268  4.1374  0.001
H  -3.0257  -0.1192  4.3064  -0.001
H  -1.6085  0.9661  4.4663  -0.001
C  -1.9166  2.3417  -1.2770  0.007
C  -2.8620  2.7841  -0.1762  0.000
H  -2.3348  2.6950  -2.2332  0.001
H  -0.9566  2.8615  -1.1764  0.000
H  -3.4073  3.6833  -0.4790  0.000
H  -3.6119  2.0338  0.0644  0.000
H  -2.3574  3.0461  0.7546  -0.001
C  -3.2115  -0.1930  -1.7224  -0.002
C  -3.1104  -1.6466  -2.1370  0.001
H  -3.7622  0.4091  -2.4450  0.001
H  -3.7302  -0.1002  -0.7706  -0.001
H  -4.0291  -2.1918  -1.8934  0.001
H  -2.9316  -1.7577  -3.2115  0.000
H  -2.2918  -2.1829  -1.6161  0.008
C  -0.9604  0.6207  -3.2321  0.020
C  -0.2033  1.8757  -3.6435  -0.003
H  -1.8550  0.4901  -3.8604  0.005
H  -0.3180  -0.2460  -3.3945  -0.007
H  0.1093  1.8015  -4.6905  0.002
H  -0.8139  2.7729  -3.5303  0.000
H  0.7187  2.0497  -3.0785  0.002
C  3.3044  4.0501  2.0150  0.001
N  3.0727  2.7494  1.3856  0.611
C  4.1627  1.8053  1.4052  -0.013
C  1.8276  2.3117  1.0753  -0.052
C  0.7151  3.3153  1.0527  -0.020
O  1.6028  1.1175  0.8031  0.277
H  4.3451  4.0470  2.3760  0.003
H  2.5961  4.1669  2.8572  0.041
H  3.1543  4.8610  1.2777  0.034
H  3.8872  0.8419  0.9751  0.017
H  5.0151  2.1964  0.8485  0.035
H  4.5080  1.6511  2.4312  0.041
H  0.2346  3.3396  0.0689  -0.002
H  -0.0346  3.0821  1.8164  -0.004
H  1.0535  4.3287  1.2526  -0.001

**HOMO-LUMO gap (spin up / spin down)**: 4.31 / 4.30 eV
**⟨S²⟩**: 6.0806
**E**: -127715.904 eV
**Net charge**: +4
**HOMO level (spin up / spin down)**: -16.9 / -19.6 eV
**Multiplicity**: 5

# 3
A molecular structure, C11H23ClMgNO2P2. Source: the OMol25 dataset; level of theory: wB97M-V/def2-TZVPD.

Each line ends with the Löwdin charge.
Element x y z (Å)
Mg  -0.2761  0.0923  1.2515  0.383
P  -2.6437  -1.3580  0.3593  0.774
C  -1.7288  -2.0358  -0.9894  -0.384
C  -0.6161  -1.2489  -1.4810  -0.401
N  -0.0372  -0.1475  -0.8477  0.003
C  0.6932  0.7013  -1.5871  -0.341
C  0.9198  0.5319  -2.9500  -0.057
C  0.4852  -0.6436  -3.5545  -0.048
C  -0.1864  -1.5667  -2.7679  -0.042
C  1.2154  2.0162  -1.0188  -0.256
P  1.8682  2.1929  0.6525  0.850
H  -0.5856  -2.5115  -3.1577  0.127
H  1.4538  1.3013  -3.5133  0.115
H  0.6398  -0.8457  -4.5994  0.110
H  2.1854  2.3186  -1.4740  0.102
H  0.4714  2.8412  -1.0191  0.122
H  0.0195  -2.6688  1.0904  0.091
H  -1.3918  -3.1731  -0.8956  0.112
H  1.8864  -1.4750  3.8600  0.005
O  0.4955  -1.8549  1.3604  -0.089
H  1.3615  -1.9798  0.9037  0.111
H  0.4752  1.7582  1.0155  -0.117
O  2.3837  -0.7108  4.1269  -0.072
H  1.6125  -0.0681  4.3094  0.082
C  3.4718  1.5564  0.8777  -0.168
H  3.9815  2.4232  0.4121  0.087
H  3.7576  1.4193  1.9295  0.083
H  3.6016  0.6471  0.2814  0.084
C  1.5375  3.7986  1.3522  -0.181
H  1.5584  3.7811  2.4538  0.090
H  2.4064  4.2652  0.8958  0.059
H  0.5666  4.0926  0.9457  0.064
C  -3.7821  -0.8382  -0.9940  -0.272
H  -4.1044  -1.7777  -1.4771  0.055
H  -4.5889  -0.2515  -0.5535  0.032
H  -3.1555  -0.2565  -1.6911  0.049
C  -3.4635  -2.8508  1.0776  -0.282
H  -4.1732  -2.4906  1.8446  0.040
H  -4.0081  -3.3861  0.2874  0.046
H  -2.7369  -3.5141  1.5710  0.032
Cl  -1.5693  1.9160  1.7127  0.003

**HOMO-LUMO gap (spin up / spin down)**: 5.13 / 5.13 eV
**E**: -53902.625 eV
**Net charge**: +1
**HOMO level (spin up / spin down)**: -8.9 / -8.9 eV

# 4
A molecular structure, C7H6O6SZn. Source: the OMol25 dataset; level of theory: wB97M-V/def2-TZVPD.

Each line ends with the Löwdin charge.
Element x y z (Å)
O  -0.1294  3.5375  -2.7933  0.185
C  -0.1312  2.4591  -2.4283  0.108
Zn  -0.1155  0.0810  -1.6718  0.236
O  -0.1304  -1.3856  -4.4066  0.281
C  -0.1306  -0.8400  -3.4129  0.027
C  -0.1380  -2.1737  -0.7672  0.063
O  -0.1299  -3.2500  -0.3545  0.193
C  -2.2071  -0.1456  -1.4645  0.054
O  -3.3265  -0.3065  -1.4052  0.251
C  1.9387  -0.1438  -1.4544  0.026
O  3.0582  -0.3034  -1.4009  0.254
C  -0.1889  1.5120  2.5255  -0.218
S  0.7996  0.5046  1.5138  0.937
C  0.5539  -1.0978  2.1748  -0.235
O  -0.1480  0.6280  0.2786  -0.660
H  0.2660  1.4930  3.5373  0.098
H  -1.1598  1.0478  2.4724  0.073
H  -0.2200  2.5222  2.1086  0.087
H  -0.4770  -1.3160  1.9944  0.061
H  1.2268  -1.8364  1.6962  0.076
H  0.7891  -0.9863  3.2581  0.103

**HOMO-LUMO gap**: 9.13 eV
**E**: -78875.434 eV
**Net charge**: +2
**HOMO level**: -17.6 eV

Number 1: strongest force on any atom 2.34 eV/Å. Number 2: strongest force on any atom 4.47 eV/Å. Number 3: strongest force on any atom 5.51 eV/Å. Number 4: strongest force on any atom 5.16 eV/Å.